Record 1
Molecular formula: C48H132N12O12
Method: DFT, wB97M-V/def2-TZVPD

Structure (XYZ):
```
204
Properties=species:S:1:pos:R:3
C -11.67 12.73 -28.21
O -12.08 12.80 -29.59
C -12.86 14.01 -29.89
C -13.34 14.14 -31.37
C -12.19 14.32 -32.35
N -14.11 15.34 -31.55
H -11.14 11.82 -27.94
H -12.48 12.61 -27.49
H -11.08 13.61 -27.96
H -13.67 13.96 -29.16
H -12.29 14.89 -29.60
H -13.98 13.29 -31.59
H -12.44 14.25 -33.41
H -11.49 13.48 -32.31
H -11.56 15.20 -32.28
H -13.64 16.10 -31.08
H -15.00 15.27 -31.07
C -11.69 18.17 -9.16
O -10.83 18.86 -8.30
C -10.46 18.06 -7.14
C -11.59 17.77 -6.17
C -12.18 19.07 -5.68
N -11.14 16.93 -5.11
H -11.11 17.43 -9.70
H -11.95 18.89 -9.94
H -12.61 17.75 -8.75
H -9.96 17.15 -7.46
H -9.78 18.71 -6.59
H -12.45 17.29 -6.62
H -11.33 19.62 -5.28
H -12.95 18.83 -4.96
H -12.65 19.65 -6.47
H -10.92 16.09 -5.62
H -11.85 16.58 -4.49
C -14.40 8.80 -22.58
O -15.15 9.95 -22.85
C -15.21 10.74 -21.71
C -16.27 11.84 -21.81
C -16.09 12.79 -23.02
N -16.17 12.59 -20.61
H -13.36 9.11 -22.55
H -14.51 8.09 -23.41
H -14.75 8.22 -21.73
H -15.43 10.18 -20.80
H -14.26 11.22 -21.48
H -17.23 11.34 -21.87
H -15.96 12.20 -23.93
H -15.22 13.42 -22.83
H -16.91 13.49 -23.17
H -16.59 12.05 -19.87
H -15.24 12.90 -20.34
C -11.60 14.78 -16.81
O -11.48 14.57 -18.18
C -10.69 15.56 -18.83
C -10.10 15.15 -20.15
C -9.34 13.83 -20.06
N -9.19 16.10 -20.66
H -12.33 14.11 -16.34
H -12.03 15.76 -16.61
H -10.68 14.66 -16.26
H -11.17 16.54 -18.89
H -9.80 15.76 -18.22
H -10.88 15.06 -20.91
H -8.55 13.99 -19.33
H -8.94 13.62 -21.05
H -9.86 12.93 -19.73
H -8.66 15.68 -21.42
H -8.54 16.41 -19.95
C -11.82 21.06 -30.94
O -11.93 20.31 -29.71
C -11.12 20.79 -28.65
C -11.17 19.88 -27.44
C -12.65 19.82 -26.87
N -10.48 20.45 -26.36
H -10.92 20.82 -31.49
H -11.88 22.13 -30.72
H -12.64 20.78 -31.60
H -10.08 20.88 -28.96
H -11.45 21.78 -28.32
H -10.77 18.90 -27.71
H -13.28 19.43 -27.67
H -13.15 20.76 -26.63
H -12.66 19.16 -26.00
H -11.05 21.13 -25.88
H -10.37 19.70 -25.69
C -2.30 11.30 -17.56
O -1.53 11.51 -16.36
C -1.20 12.88 -16.11
C -1.99 13.54 -14.94
C -3.55 13.68 -15.14
N -1.52 14.83 -14.61
H -2.59 10.25 -17.65
H -1.90 11.71 -18.48
H -3.24 11.85 -17.50
H -0.13 12.84 -15.94
H -1.19 13.45 -17.04
H -1.88 12.90 -14.06
H -4.03 12.71 -15.12
H -3.82 14.25 -16.04
H -4.06 14.25 -14.36
H -0.52 14.70 -14.56
H -1.84 15.09 -13.69
C -7.98 7.39 -15.64
O -7.65 7.19 -14.24
C -6.64 6.20 -14.05
C -6.02 6.35 -12.66
C -4.86 7.36 -12.51
N -5.48 5.11 -12.20
H -7.16 7.76 -16.25
H -8.78 8.12 -15.72
H -8.29 6.49 -16.19
H -7.15 5.26 -14.21
H -5.85 6.33 -14.79
H -6.81 6.60 -11.96
H -4.60 7.43 -11.46
H -5.22 8.36 -12.77
H -4.06 7.29 -13.25
H -5.10 5.34 -11.30
H -4.73 4.89 -12.85
C -18.90 18.82 -10.84
O -19.13 18.97 -9.43
C -18.83 20.23 -8.85
C -19.11 20.21 -7.29
C -20.61 19.99 -6.91
N -18.64 21.40 -6.62
H -17.84 18.97 -11.03
H -19.43 19.53 -11.47
H -19.22 17.83 -11.16
H -17.76 20.39 -8.99
H -19.47 20.99 -9.30
H -18.53 19.35 -6.95
H -21.23 20.85 -7.16
H -20.70 19.91 -5.83
H -20.92 19.03 -7.32
H -17.69 21.28 -6.29
H -19.14 21.42 -5.74
C 0.38 21.38 -20.75
O -0.95 21.03 -20.74
C -1.42 20.53 -19.48
C -2.89 20.17 -19.73
C -3.87 21.34 -20.10
N -3.58 19.66 -18.55
H 0.78 21.18 -21.74
H 0.93 20.74 -20.07
H 0.47 22.43 -20.48
H -0.87 19.68 -19.11
H -1.41 21.31 -18.72
H -2.92 19.39 -20.49
H -4.06 22.06 -19.29
H -4.85 20.97 -20.41
H -3.52 21.87 -20.98
H -3.06 18.91 -18.12
H -3.56 20.39 -17.86
C -16.62 24.50 -18.13
O -16.75 23.35 -19.01
C -17.22 22.15 -18.31
C -16.99 20.92 -19.07
C -17.61 21.04 -20.44
N -17.46 19.70 -18.46
H -16.16 25.41 -18.52
H -16.02 24.26 -17.25
H -17.57 24.82 -17.69
H -16.73 21.96 -17.35
H -18.27 22.36 -18.08
H -15.93 20.77 -19.31
H -17.21 21.87 -21.02
H -18.68 21.22 -20.37
H -17.51 20.14 -21.06
H -17.33 18.86 -19.00
H -18.47 19.74 -18.44
C -18.75 5.88 -17.41
O -19.52 7.02 -17.42
C -19.35 7.81 -16.22
C -19.97 9.18 -16.24
C -19.77 9.96 -14.98
N -21.44 9.01 -16.33
H -19.31 5.09 -16.92
H -17.71 5.97 -17.09
H -18.69 5.62 -18.47
H -19.81 7.22 -15.42
H -18.30 7.94 -15.95
H -19.62 9.81 -17.05
H -18.71 10.22 -14.95
H -20.10 9.54 -14.03
H -20.32 10.90 -14.88
H -21.58 8.27 -17.00
H -21.84 8.45 -15.59
C -1.28 10.96 -26.20
O -2.33 10.98 -25.26
C -3.39 11.87 -25.55
C -3.10 13.41 -25.50
C -2.18 13.97 -24.35
N -4.42 14.11 -25.48
H -0.62 10.11 -25.99
H -0.74 11.90 -26.29
H -1.66 10.73 -27.19
H -3.89 11.62 -26.49
H -4.10 11.64 -24.75
H -2.60 13.64 -26.44
H -1.18 13.55 -24.38
H -2.62 13.57 -23.44
H -2.13 15.05 -24.26
H -4.28 15.11 -25.52
H -4.80 13.77 -26.35
```

Its spin multiplicity is 1. The calculation puts the HOMO energy at -8.95 eV. The relative energy (zero: lowest compared OMol25 entry of this formula, charge and spin) is 182.0 kcal/mol. The value obtained for the electronic energy is -94355.38429 eV. For the LUMO energy, the calculation gives 0.35 eV. Its structure (SMILES) is COC[C@H](C)N.COC[C@H](C)N.COC[C@H](C)N.COC[C@H](C)N.COC[C@H](C)N.COC[C@H](C)N.COC[C@H](C)N.COC[C@H](C)N.COC[C@H](C)N.COC[C@H](C)N.COC[C@H](C)N.COC[C@H](C)N.

Record 2
Molecular formula: C21H33AlBr4Cl7F2N6O5
Method: DFT, wB97M-V/def2-TZVPD

Structure (XYZ):
```
79
Properties=species:S:1:pos:R:3
F 0.31 -5.35 -1.35
C 1.51 -4.51 -1.51
C 1.41 -3.72 -2.83
C 1.18 -2.21 -2.66
C 0.10 -1.99 -1.62
N -1.14 -2.15 -2.06
C -1.89 -1.91 -0.90
N -3.20 -2.04 -0.98
C -4.02 -1.87 0.23
C -3.95 -3.20 1.06
C -4.11 -4.47 0.19
Br -5.81 -4.39 -0.81
N -1.08 -1.63 0.15
N 0.19 -1.68 -0.32
H 1.58 -3.89 -0.60
H 2.38 -5.19 -1.51
H 2.29 -3.97 -3.45
H 0.53 -4.13 -3.36
H 2.12 -1.67 -2.47
H 0.77 -1.78 -3.65
H -3.67 -2.28 -1.84
H -5.05 -1.64 -0.08
H -3.64 -1.01 0.81
H -2.98 -3.30 1.57
H -4.74 -3.18 1.83
H -4.06 -5.38 0.80
H -3.31 -4.57 -0.56
H -1.39 -1.41 1.08
H 1.05 -1.51 0.19
C 4.10 -2.55 1.98
O 2.91 -1.93 1.48
H 4.00 -3.63 1.86
H 4.96 -2.20 1.42
H 4.22 -2.31 3.04
H 3.02 -0.98 1.60
Cl 0.60 -0.60 -5.13
C 4.50 -2.76 6.81
Br 5.82 -3.34 5.53
Br 5.03 -1.10 7.65
Br 2.68 -2.72 6.00
H 4.47 -3.51 7.59
Al 1.18 -4.20 4.32
Cl -1.97 0.44 -1.23
F -3.98 1.72 1.26
C -4.08 3.06 1.07
C -5.06 3.75 1.75
C -5.16 5.13 1.58
C -4.29 5.78 0.71
C -3.32 5.07 0.03
C -3.20 3.70 0.22
H -5.73 3.22 2.42
H -5.92 5.69 2.11
H -4.38 6.85 0.57
H -2.64 5.58 -0.64
H -2.44 3.12 -0.30
Cl -0.44 -6.31 -2.87
C 1.33 2.35 7.28
C 1.00 2.19 5.82
O 1.98 1.24 5.39
C 2.37 0.53 6.47
O 3.06 -0.45 6.42
O 1.90 1.07 7.61
H 0.45 2.55 7.89
H 2.08 3.12 7.47
H 0.01 1.77 5.65
H 1.09 3.12 5.27
C 0.67 3.64 -7.81
O 0.85 4.71 -8.36
N 1.69 2.93 -7.23
N -0.55 3.04 -7.71
H 1.56 2.05 -6.78
H 2.61 3.33 -7.28
H -1.33 3.53 -8.12
H -0.70 2.16 -7.26
C 4.73 5.65 -6.18
Cl 3.63 6.56 -7.21
Cl 6.21 6.58 -5.91
Cl 3.95 5.31 -4.63
Cl 5.14 4.12 -6.98
```

Its spin multiplicity is 1. The calculation puts the HOMO energy at -9.55 eV. The value obtained for the electronic energy is -421332.31628 eV. For the LUMO energy, the calculation gives -7.07 eV. As for the charge: +1.

Record 3
Molecular formula: C29H18ClFN4O10STi
Method: DFT, wB97M-V/def2-TZVPD

Structure (XYZ):
```
65
Properties=species:S:1:pos:R:3
Ti 1.09 -0.73 -0.63
C 4.21 2.50 -0.12
S 2.68 1.74 0.38
O 2.26 1.03 -0.90
C 1.63 3.18 0.44
C 0.92 3.42 1.60
C 0.03 4.49 1.63
C -0.16 5.27 0.50
C 0.54 4.99 -0.67
C 1.42 3.93 -0.71
H 4.06 3.03 -1.06
H 4.91 1.67 -0.24
H 4.54 3.18 0.66
H 0.98 2.73 2.43
H -0.56 4.66 2.52
H -0.87 6.09 0.52
H 0.36 5.58 -1.56
H 1.93 3.66 -1.63
N -7.13 4.83 -1.42
C -6.20 4.15 -1.47
C -5.05 3.29 -1.53
C -4.43 2.84 -0.36
C -3.32 2.03 -0.43
C -2.78 1.65 -1.68
C -3.41 2.11 -2.84
C -4.52 2.92 -2.77
C -1.62 0.83 -1.72
C -0.58 0.19 -1.63
H -4.84 3.12 0.60
H -2.83 1.68 0.47
H -3.00 1.82 -3.80
H -5.00 3.28 -3.68
O -4.94 -3.26 3.62
N -4.23 -2.27 3.62
O -4.42 -1.31 4.35
C -3.10 -2.21 2.67
C -2.31 -1.08 2.66
C -1.21 -1.00 1.76
C -0.96 -2.13 0.89
O 0.00 -2.10 -0.01
C -1.81 -3.22 0.99
C -2.90 -3.30 1.85
N -1.55 -4.41 0.16
O -2.52 -4.99 -0.30
O -0.40 -4.77 0.01
N -0.46 0.10 1.77
O 0.55 0.26 0.89
O -0.69 1.10 2.58
H -2.48 -0.25 3.33
H -3.54 -4.17 1.87
F 1.80 -1.46 -2.17
Cl 4.76 -7.30 -1.93
C 4.53 -5.65 -1.39
C 5.61 -4.78 -1.39
C 5.41 -3.48 -0.96
C 4.16 -3.05 -0.54
C 3.09 -3.94 -0.55
C 3.27 -5.25 -0.97
C 3.99 -1.62 -0.07
O 4.96 -0.86 -0.07
O 2.81 -1.31 0.34
H 6.58 -5.13 -1.72
H 6.23 -2.77 -0.95
H 2.11 -3.61 -0.23
H 2.43 -5.93 -0.99
```

Its spin multiplicity is 1. The calculation puts the HOMO energy at -0.64 eV. The relative energy (zero: lowest compared OMol25 entry of this formula, charge and spin) is 15.4 kcal/mol. The value obtained for the electronic energy is -105987.91722 eV. For the LUMO energy, the calculation gives 3.97 eV. As for the charge: -2.

Record 4
Molecular formula: C5H9N2
Method: DFT, wB97M-V/def2-TZVPD

Structure (XYZ):
```
16
Properties=species:S:1:pos:R:3
C -2.42 -1.02 -0.04
N -1.31 -0.43 -0.17
C -1.29 0.95 0.06
C -0.12 1.61 -0.05
C 1.28 1.06 -0.04
N 1.29 -0.32 -0.50
C 1.61 -1.32 0.21
H -2.43 -2.13 -0.11
H -3.28 -0.56 0.34
H -2.19 1.39 0.21
H -0.06 2.65 0.05
H 1.84 1.59 -0.78
H 1.58 1.03 0.93
H 0.54 -0.59 -1.23
H 2.33 -1.23 0.93
H 1.35 -2.29 -0.03
```

Its spin multiplicity is 1. The calculation puts the HOMO energy at -13.64 eV. The relative energy (zero: lowest compared OMol25 entry of this formula, charge and spin) is 95.1 kcal/mol. The value obtained for the electronic energy is -8301.60827 eV. For the LUMO energy, the calculation gives -4.92 eV. As for the charge: +1. Its structure (SMILES) is C=N/C=C\C[NH+]=C.

Record 5
Molecular formula: C2H4ClN4
Method: DFT, wB97M-V/def2-TZVPD

Structure (XYZ):
```
11
Properties=species:S:1:pos:R:3
N 1.79 -0.64 0.64
C 0.56 -0.30 0.26
N -0.54 -1.05 0.46
C -1.52 -0.36 -0.07
Cl -3.13 -0.80 -0.11
N -1.10 0.80 -0.61
N 0.25 0.82 -0.41
H 1.93 -1.59 0.95
H 2.54 0.01 0.69
H -1.62 1.53 -1.06
H 0.83 1.58 -0.74
```

Its spin multiplicity is 1. The calculation puts the HOMO energy at -14.69 eV. The relative energy (zero: lowest compared OMol25 entry of this formula, charge and spin) is 0.0 kcal/mol. The value obtained for the electronic energy is -20614.89745 eV. For the LUMO energy, the calculation gives -3.62 eV. As for the charge: +1. Its structure (SMILES) is Nc1nc(Cl)[nH][nH+]1.

Record 6
Molecular formula: C10H16BBr2F3I
Method: DFT, wB97M-V/def2-TZVPD

Structure (XYZ):
```
33
Properties=species:S:1:pos:R:3
C -0.83 2.89 -1.90
C -1.11 2.16 -0.73
C -0.85 0.58 -0.58
B -0.81 0.21 1.02
C -1.71 -1.15 1.39
C -1.60 -2.30 0.31
C -2.92 -2.47 -0.59
I -3.74 -4.50 -0.32
C 0.69 0.07 1.69
C 1.85 0.89 0.97
C 2.89 0.04 0.14
F 3.91 -0.38 1.05
Br 2.18 -1.62 -0.67
C 3.65 0.86 -1.03
F 5.02 0.55 -1.00
F 3.57 2.24 -0.89
Br 2.87 0.27 -2.77
H -1.39 3.87 -2.03
H -0.07 2.62 -2.67
H -1.55 2.71 0.15
H 0.11 0.39 -1.15
H -1.68 0.06 -1.16
H -1.37 1.11 1.61
H -1.33 -1.48 2.42
H -2.78 -0.75 1.52
H -1.37 -3.27 0.87
H -0.75 -2.17 -0.42
H -3.67 -1.68 -0.25
H -2.72 -2.39 -1.70
H 0.94 -1.03 1.84
H 0.61 0.49 2.75
H 1.48 1.76 0.33
H 2.46 1.39 1.80
```

Its spin multiplicity is 1. The calculation puts the HOMO energy at -5.07 eV. The value obtained for the electronic energy is -167642.30295 eV. For the LUMO energy, the calculation gives 2.46 eV. As for the charge: -1.

Record 7
Molecular formula: C4H6NS
Method: DFT, wB97M-V/def2-TZVPD

Structure (XYZ):
```
12
Properties=species:S:1:pos:R:3
C -1.30 1.32 0.54
C -0.29 1.05 -0.20
C 1.04 0.48 -0.27
C 0.79 -0.95 0.32
N -1.48 0.27 -0.52
S -1.01 -1.31 0.02
H -2.01 2.03 0.98
H 1.72 1.24 0.23
H 1.41 0.40 -1.23
H 0.91 -1.14 1.41
H 1.39 -1.76 0.08
H -1.18 -1.63 -1.35
```

Its spin multiplicity is 1. The calculation puts the HOMO energy at -14.03 eV. The relative energy (zero: lowest compared OMol25 entry of this formula, charge and spin) is 101.0 kcal/mol. The value obtained for the electronic energy is -16558.19213 eV. For the LUMO energy, the calculation gives -4.73 eV. As for the charge: +1.

Record 8
Molecular formula: C8H14F7InN3O6S2
Method: DFT, wB97M-V/def2-TZVPD

Structure (XYZ):
```
41
Properties=species:S:1:pos:R:3
In 1.66 -0.29 -0.88
C -2.02 1.03 1.84
F -1.41 1.16 3.00
F -2.19 -0.26 1.56
F -3.19 1.62 1.81
S -0.96 1.76 0.43
O -1.02 0.78 -0.64
O -1.43 3.08 0.21
N 0.65 1.60 0.91
S 0.92 2.96 1.77
O 1.37 4.02 0.92
O -0.13 3.33 2.67
C 2.32 2.44 2.91
F 3.18 1.76 2.13
F 2.88 3.48 3.47
F 1.87 1.55 3.79
F 3.42 -0.77 -2.90
C -1.73 1.35 -3.83
C -0.86 0.16 -4.07
O -0.06 -0.26 -3.23
N -0.76 -0.23 -5.34
C 0.19 -1.25 -5.79
H -1.66 1.73 -2.81
H -2.79 1.18 -4.06
H -1.40 2.16 -4.48
H -1.52 0.10 -5.92
H 0.07 -2.13 -5.16
H 1.22 -0.95 -5.63
H 0.06 -1.39 -6.86
C -0.86 -3.54 1.76
C 0.07 -2.42 2.12
O 0.65 -1.71 1.27
N 0.41 -2.29 3.40
C 1.48 -1.50 4.03
H -1.04 -4.08 2.69
H -0.64 -4.23 0.96
H -1.81 -3.06 1.49
H -0.16 -2.85 4.02
H 1.03 -0.80 4.73
H 2.00 -0.98 3.24
H 2.15 -2.25 4.45
```

Its spin multiplicity is 1. The calculation puts the HOMO energy at -13.28 eV. The relative energy (zero: lowest compared OMol25 entry of this formula, charge and spin) is 0.0 kcal/mol. The value obtained for the electronic energy is -71131.91297 eV. For the LUMO energy, the calculation gives -9.33 eV. As for the charge: +1.

Record 9
Molecular formula: C8H14N2O
Method: DFT, wB97M-V/def2-TZVPD

Structure (XYZ):
```
25
Properties=species:S:1:pos:R:3
C -2.30 1.40 0.08
C -1.04 0.62 -0.15
C -1.08 -0.78 0.48
C 0.05 -1.80 0.01
C 1.49 -1.57 0.37
C 2.29 -0.70 -0.61
C 3.10 0.23 -0.31
N 4.09 0.89 0.05
C 0.13 1.33 0.40
N 0.63 2.29 -0.45
O 0.55 1.37 1.53
H -2.93 1.14 -0.77
H -2.13 2.50 0.01
H -2.91 1.25 0.96
H -0.80 0.52 -1.13
H -2.09 -1.19 0.30
H -0.84 -0.77 1.52
H 0.14 -2.00 -1.07
H -0.29 -2.80 0.41
H 1.42 -1.01 1.39
H 2.00 -2.57 0.43
H 1.99 -0.95 -1.67
H 3.85 1.97 0.05
H 1.26 2.91 -0.01
H 0.38 2.58 -1.44
```

Its spin multiplicity is 1. The calculation puts the HOMO energy at -8.76 eV. The relative energy (zero: lowest compared OMol25 entry of this formula, charge and spin) is 43.0 kcal/mol. The value obtained for the electronic energy is -13548.79881 eV. For the LUMO energy, the calculation gives 0.74 eV. Its structure (SMILES) is C[C@H](CCCC=C=N)C(N)=O.

Record 10
Molecular formula: H8O4
Method: DFT, wB97M-V/def2-TZVPD

Structure (XYZ):
```
12
Properties=species:S:1:pos:R:3
O -1.50 0.99 1.21
H -0.73 1.16 0.66
H -1.98 1.82 1.31
O -0.67 -1.86 0.68
H -0.63 -2.32 1.52
H -1.24 -1.10 0.85
O 0.49 1.78 -0.87
H 0.87 1.92 -1.74
H 1.02 1.11 -0.43
O 1.45 -0.81 -0.89
H 2.07 -1.15 -1.54
H 0.84 -1.55 -0.76
```

Its spin multiplicity is 1. The calculation puts the HOMO energy at -11.15 eV. The relative energy (zero: lowest compared OMol25 entry of this formula, charge and spin) is 13.4 kcal/mol. The value obtained for the electronic energy is -8320.09689 eV. For the LUMO energy, the calculation gives 0.80 eV. Its structure (SMILES) is O.O.O.O.

electronic energy of number 5 (C2H4ClN4)? -20614.89745 eV

The lowest LUMO belongs to which entry? C8H14F7InN3O6S2